Entry 1:
DFT (wB97M-V/def2-TZVPD) results for a structure of composition C28H31F6FeN7O5PS3 in a non-equilibrium geometry.

Structure (XYZ):
```
82
C28H31F6FeN7O5PS3 (wB97M-V/def2-TZVPD)
Fe -0.8049 0.6606 0.3687
S -1.4895 1.2576 2.7790
S -3.9364 -0.3045 0.8019
S -0.1010 -2.5282 2.5828
P -3.2788 1.1025 2.0003
F 1.0405 4.2542 1.3423
F 3.6117 1.6915 -0.4067
F -0.8112 2.6085 0.0907
F 1.1795 3.1999 3.2232
F 1.9869 2.9988 -0.9279
F 3.4841 3.6378 0.4933
O 0.0112 -1.6685 3.7305
O -3.6919 2.4663 1.2246
O -4.2625 1.1656 3.3308
O -0.8212 -3.7706 2.7278
O 1.2389 0.8599 0.7618
N -0.2605 -3.4412 -0.1661
N 1.6292 -0.6319 -2.1361
N 5.4725 -3.8013 0.8799
N -1.1576 -1.3152 -0.7946
N -0.5310 1.0924 -2.1500
N 1.3815 1.2847 -3.4732
N -0.6094 -1.6280 1.3621
C 0.0965 1.7160 -3.1198
C 3.7912 -1.6112 -1.7841
C 2.4278 -1.5408 -1.5697
C 1.5622 -2.9626 2.1402
C 2.9510 1.5060 2.3104
C 1.0189 3.0321 1.8880
C 2.7264 2.5767 0.0981
C 4.1705 -3.5319 1.3592
C -6.5193 1.9183 2.8661
C -3.0473 4.6779 0.6234
C -1.7887 1.4829 -1.8717
C -1.0157 -3.0644 -2.3966
C 3.8218 -2.2443 1.7549
C 1.9040 -4.2521 1.7619
C 1.9100 1.9289 1.2559
C 2.1811 0.2858 -2.9044
C 3.2061 -4.5375 1.3758
C -5.6202 0.7793 3.3189
C -1.3183 -1.7667 -2.0197
C -1.7672 3.1410 -3.5468
C -0.6696 -2.1854 0.1365
C -2.4611 2.4798 -2.5425
C -0.4533 -3.8519 -1.4045
C 2.5204 -1.9594 2.1376
C 4.3484 -0.6830 -2.6584
C -3.3958 3.7514 1.7666
C -0.4758 2.7664 -3.8487
C 3.5461 0.2777 -3.2305
H 3.4780 -5.5431 1.0669
H -4.2772 4.1011 2.3154
H -2.5589 3.6770 2.4622
H -1.7132 -1.0568 -2.7387
H -0.1239 -4.8667 -1.6239
H 3.5762 2.3377 2.6443
H -2.2836 0.9442 -1.0475
H -2.2333 3.9537 -4.0929
H -3.8890 4.7780 -0.0704
H 4.3900 -2.3588 -1.2794
H 3.5740 0.7309 1.8661
H 2.4194 1.1016 3.1711
H -1.1862 -3.4240 -3.4010
H -7.5734 1.6307 2.9552
H 1.1343 -5.0134 1.7652
H -6.3084 2.1643 1.8229
H -6.3462 2.8102 3.4739
H 1.8864 1.9450 -4.0387
H 3.9565 1.0299 -3.8953
H 2.2221 -0.9567 2.4098
H 5.4089 -0.7035 -2.8830
H 0.0843 3.2573 -4.6365
H -5.8607 0.4793 4.3420
H -2.7980 5.6709 1.0150
H 6.1713 -3.1633 1.2272
H 4.5700 -1.4571 1.7445
H -3.4693 2.7423 -2.2554
H -2.1819 4.2660 0.0990
H 5.7575 -4.7615 0.9908
H -5.7550 -0.0838 2.6639
H 1.9365 -2.2547 -0.9133
```

The total charge is -2. As for the spin multiplicity: 6. The HOMO-LUMO gap (spin up / spin down) comes out at 6.2862 / 6.3853 eV. Its LUMO energy (spin up / spin down) is 4.414 / 4.414 eV. The calculation puts the energy at -142698.9932 eV.

---

Entry 2:
DFT (wB97M-V/def2-TZVPD) results for the molecule C9H12O3 in a non-equilibrium geometry.

Structure (XYZ):
```
24
C9H12O3 (wB97M-V/def2-TZVPD)
O -4.2328 -0.5449 0.4672
O 0.7165 -0.3134 1.0976
O 1.5657 -0.9698 -0.8021
C -0.7343 -1.1308 -0.5995
C -1.9066 -0.3433 -0.1248
C -0.5876 1.8549 -0.0141
C 2.1415 -0.2410 1.3068
C -3.1578 -1.0659 0.1510
C -1.8668 1.0326 0.1106
C 0.3969 1.0784 -0.8533
C 2.7428 -0.6605 -0.0594
C 0.5390 -0.3291 -0.2801
H 3.3448 0.1661 -0.5710
H -0.3338 2.0958 1.0489
H -0.7921 -2.1218 -0.1232
H 3.4226 -1.4848 -0.0028
H 2.4245 0.8164 1.4188
H 1.4182 1.4189 -0.8985
H -0.0226 0.8905 -1.8271
H 2.4875 -0.7811 2.1538
H -0.8601 2.8245 -0.4805
H -0.8496 -1.4458 -1.7028
H -3.1637 -2.2399 0.0225
H -2.6922 1.4940 0.5620
```

The SMILES is O=CC1=CCCC2(C1)OCCO2. The HOMO-LUMO gap comes out at 9.4799 eV. Its LUMO energy is 0.298 eV. The calculation puts the energy at -15668.1683 eV.

---

Entry 3:
DFT (wB97M-V/def2-TZVPD) results for a structure of composition C48H39N9O3RbS3Sb in a non-equilibrium geometry.

Structure (XYZ):
```
104
C48H39N9O3RbS3Sb (wB97M-V/def2-TZVPD)
Sb -0.8110 -2.3751 0.7514
Rb 0.5315 0.6566 -0.5763
S -1.0553 -1.3131 -2.7221
S -3.3677 -0.8917 -0.2824
S 3.4237 1.4793 0.3909
O 3.5591 0.0339 0.5150
O -1.5661 2.1242 0.2828
O 2.5909 2.1160 1.3930
N 8.9419 3.6637 1.0087
N 1.6966 3.0314 -2.4955
N -3.1060 3.4609 -5.9564
N 4.7854 -1.8387 -1.3109
N -6.1773 3.6610 -3.1945
N 1.4640 -3.3038 -1.4944
N 2.9173 1.7396 -1.0702
N 3.6164 -2.6756 -3.1474
N 3.1608 4.0804 -0.9174
C -2.3626 2.9233 -0.1529
C -3.2759 1.8041 -3.9804
C 2.5817 -4.9309 3.4526
C -3.0841 -1.2856 5.0284
C -3.3009 0.0401 -1.7471
C -4.0670 2.1286 1.4486
C 1.4125 -3.5216 -2.8142
C -5.3310 2.1777 2.0156
C -3.7079 3.0561 0.4725
C 6.0689 1.7078 -0.2560
C -1.9665 -4.0630 0.1238
C -5.8803 4.0795 0.6402
C 2.4922 -3.2256 -3.6177
C 2.5883 -3.5455 3.3432
C -2.2928 0.8308 -3.8202
C -4.6192 4.0287 0.0660
C -5.3466 2.8624 -3.1410
C -1.9891 3.8001 -1.3214
C 2.7976 5.2585 -1.4031
C 1.8952 5.4095 -2.4419
C -1.8888 -1.9808 2.5871
C -2.2845 -0.0941 -2.7639
C -2.2968 -2.9635 3.4884
C -2.6827 -0.2951 4.1421
C -1.3932 -5.0319 -0.6969
C -2.8909 -2.6232 4.6976
C 5.0554 2.1428 0.5869
C 0.6200 -5.0052 2.0489
C -6.2341 3.1537 1.6136
C -3.4465 -6.2929 -0.7128
C 7.6276 3.1788 0.8452
C 5.3215 3.0986 1.5498
C 2.6013 2.9903 -1.4864
C 2.5661 -2.7703 -1.0093
C 7.3484 2.2175 -0.1273
C -2.1252 -6.1395 -1.1110
C -4.0321 -5.3243 0.0922
C -3.1904 2.7254 -5.0719
C 1.5923 -5.6575 2.8023
C -2.0913 -0.6452 2.9321
C 3.6482 -2.4212 -1.8458
C 0.6093 -3.6165 1.9229
C 6.6040 3.6104 1.6839
C 1.6138 -2.9060 2.5858
C -4.3072 0.9959 -1.9574
C -4.3203 1.8716 -3.0444
C -3.2981 -4.2169 0.5010
C 1.3664 4.2292 -2.9524
H 5.3475 -1.4242 -2.0368
H -2.1399 -4.0113 3.2518
H -1.0967 3.3921 -1.7892
H -2.7853 3.8716 -2.0624
H -0.3636 -4.9199 -1.0144
H -5.0709 -5.4170 0.3912
H 2.6103 -2.5791 0.0590
H 4.5748 -1.1886 -0.5642
H 3.3435 -5.4390 4.0341
H 8.9751 4.5925 1.3974
H 1.6070 6.3790 -2.8227
H -0.1392 -5.6005 1.5517
H 3.2520 6.1303 -0.9355
H -1.4965 0.7646 -4.5492
H -1.7694 4.8082 -0.9554
H -1.6596 -6.8785 -1.7539
H 4.5124 3.4448 2.1825
H 0.6349 4.2449 -3.7567
H -7.2275 3.1825 2.0483
H -3.3692 1.3399 1.7038
H 6.8135 4.3573 2.4445
H 0.4862 -3.9121 -3.2207
H 1.5761 -6.7404 2.8763
H -3.5447 -1.0190 5.9732
H -1.8036 0.1386 2.2353
H 1.6569 -1.8204 2.5019
H -3.7840 -3.4494 1.0932
H 2.4501 -3.4173 -4.6845
H 5.8485 0.9748 -1.0252
H 8.1409 1.8731 -0.7850
H -3.2038 -3.4044 5.3830
H -5.1037 1.0585 -1.2267
H -6.5944 4.8193 0.3003
H -4.0196 -7.1559 -1.0339
H -4.3649 4.7340 -0.7168
H 9.4807 3.6283 0.1592
H -5.6138 1.4364 2.7541
H -2.8275 0.7518 4.3874
H 3.3582 -2.9599 3.8353
```

The total charge is -2. The HOMO-LUMO gap comes out at 4.9197 eV. Its LUMO energy is 3.458 eV. The calculation puts the energy at -109664.7478 eV.

---

Entry 4:
DFT (wB97M-V/def2-TZVPD) results for the molecule C5H10O in a non-equilibrium geometry.

Structure (XYZ):
```
16
C5H10O (wB97M-V/def2-TZVPD)
O 1.6778 0.6544 0.9399
C 1.0213 -0.0383 -0.0290
C -0.4268 -0.4034 0.2170
C -0.9895 0.0912 1.5539
C 1.7487 -0.2688 -1.1371
C -1.2703 0.1157 -0.9611
H -2.3092 -0.2210 -0.8773
H 2.4504 0.5111 -1.4262
H -1.2702 1.2128 -0.9867
H 2.5725 0.4864 0.5823
H -2.0212 -0.2628 1.6736
H -0.8652 -0.2364 -1.9138
H -1.0095 1.1862 1.6003
H -0.4703 -1.4998 0.2039
H 1.5643 -1.0594 -1.8433
H -0.4029 -0.2680 2.4034
```

The SMILES is C=C(O)C(C)C. The HOMO-LUMO gap comes out at 9.4512 eV. Its LUMO energy is 0.956 eV. The calculation puts the energy at -7393.4693 eV.

---

Entry 5:
DFT (wB97M-V/def2-TZVPD) results for a structure of composition C3H5NO2 in a non-equilibrium geometry.

Structure (XYZ):
```
11
C3H5NO2 (wB97M-V/def2-TZVPD)
O -0.8934 1.1898 0.0945
O -2.7978 -0.2268 -0.2086
N 1.6548 0.5315 -0.3755
C -0.3333 -0.9972 -0.0398
C -1.5931 -0.0317 -0.0192
C 0.9882 -0.6819 0.0042
H 1.0014 1.1946 -0.3171
H -1.6151 2.0145 0.0761
H 1.8099 -1.3950 0.2426
H 2.6176 0.4752 0.5825
H -0.8392 -2.0730 -0.0396
```

The HOMO-LUMO gap comes out at 9.4088 eV. Its LUMO energy is 0.297 eV. The calculation puts the energy at -8773.9396 eV.

---

Record order is preserved below.
Relative energy (zero: lowest compared OMol25 entry of this formula, charge and spin): 60.8, 43.9, 10.9, 29.9, 86.6 kcal per mole